Record 1
{"formula": "C19H21N5O2S", "method": "ωB97M-V/def2-TZVPD", "species": ["C", "C", "N", "C", "S", "C", "C", "O", "C", "N", "C", "C", "C", "C", "C", "O", "C", "C", "N", "N", "C", "C", "C", "C", "N", "C", "C", "H", "H", "H", "H", "H", "H", "H", "H", "H", "H", "H", "H", "H", "H", "H", "H", "H", "H", "H", "H", "H"], "positions_angstrom": [[-0.23, 1.29, -2.63], [-0.34, 2.67, -1.97], [-0.25, 2.58, -0.51], [-1.27, 2.72, 0.40], [-2.94, 3.08, 0.01], [-3.72, 1.45, 0.31], [-3.01, 0.26, -0.33], [-3.35, 0.01, -1.46], [-2.02, -0.59, 0.38], [-1.45, -0.20, 1.55], [-0.54, -1.18, 2.02], [0.24, -1.03, 3.29], [-0.43, -2.12, 1.03], [0.56, -3.18, 0.97], [0.27, -4.64, 0.74], [1.75, -2.86, 0.94], [-1.42, -1.80, 0.02], [-1.65, -2.63, -1.24], [-0.83, 2.56, 1.63], [0.48, 2.16, 1.59], [0.83, 2.17, 0.31], [2.12, 1.73, -0.13], [2.95, 2.60, -0.89], [4.19, 2.12, -1.29], [4.59, 0.84, -1.01], [3.83, 0.06, -0.25], [2.59, 0.46, 0.22], [0.73, 0.83, -2.38], [-1.00, 0.66, -2.31], [-0.29, 1.33, -3.74], [0.46, 3.33, -2.32], [-1.30, 3.11, -2.30], [-4.72, 1.52, -0.14], [-3.84, 1.27, 1.36], [-1.50, 0.74, 1.97], [1.06, -1.81, 3.34], [0.69, -0.05, 3.40], [-0.41, -1.19, 4.16], [1.05, -5.29, 1.20], [-0.68, -4.90, 1.19], [0.27, -4.82, -0.32], [-2.43, -2.16, -1.81], [-0.77, -2.75, -1.92], [-2.02, -3.60, -0.93], [2.65, 3.62, -1.13], [4.82, 2.74, -1.92], [4.26, -0.88, 0.08], [2.03, -0.24, 0.84]], "lowdin_charge": [-0.05, -0.17, 0.03, -0.65, 0.98, -0.37, -0.40, 0.07, -0.15, 0.13, -0.20, -0.01, -0.10, -0.39, -0.01, 0.06, -0.11, -0.02, -0.01, 0.10, -0.25, -0.17, -0.01, -0.12, 0.06, -0.13, 0.01, 0.08, 0.04, 0.09, 0.11, 0.11, 0.09, 0.07, 0.11, 0.10, 0.07, 0.08, 0.10, 0.08, 0.08, 0.06, 0.10, 0.07, 0.12, 0.10, 0.11, 0.10], "smiles": "CCn1c(SCC(=O)c2[nH]c(C)c(C(C)=O)c2C)nnc1-c1ccncc1", "homo_ev": -8.58, "de_lowest_kcal_mol": 48.7, "spin_multiplicity": 1, "molar_mass_g_mol": 383.477}


Record 2
{"formula": "C19H21N7O2S2Ta", "method": "ωB97M-V/def2-TZVPD", "species": ["Ta", "C", "C", "N", "N", "C", "N", "S", "C", "C", "C", "C", "C", "N", "H", "H", "H", "H", "H", "H", "H", "H", "H", "O", "C", "C", "C", "C", "O", "N", "H", "H", "H", "H", "N", "C", "S", "N", "C", "C", "C", "C", "C", "C", "H", "H", "H", "H", "H", "H", "H", "H"], "positions_angstrom": [[-0.45, 0.41, -0.15], [-3.76, -2.34, 1.07], [-2.58, -1.46, 0.99], [-2.02, -1.12, -0.14], [-2.56, -1.63, -1.27], [-1.85, -1.44, -2.34], [-2.23, -1.88, -3.52], [-0.26, -0.62, -2.22], [-1.87, -0.97, 2.18], [-2.21, -1.32, 3.46], [-1.43, -0.86, 4.52], [-0.33, -0.06, 4.26], [-0.06, 0.27, 2.94], [-0.80, -0.18, 1.92], [-4.30, -2.35, 0.13], [-4.42, -2.04, 1.88], [-3.43, -3.37, 1.27], [-3.12, -2.36, -3.62], [-1.67, -1.75, -4.35], [-3.06, -1.96, 3.65], [-1.67, -1.14, 5.54], [0.30, 0.31, 5.05], [0.79, 0.89, 2.70], [-0.47, 2.54, 1.02], [-1.40, 2.82, 0.23], [-2.36, 3.95, 0.14], [-3.20, 3.62, -1.12], [-2.71, 2.27, -1.61], [-3.08, 1.56, -2.48], [-1.60, 1.90, -0.75], [-1.82, 4.89, 0.08], [-2.95, 4.00, 1.06], [-3.06, 4.34, -1.92], [-4.27, 3.57, -0.92], [2.53, 2.68, -1.81], [2.34, 2.33, -0.56], [1.93, 0.62, -0.25], [2.54, 3.15, 0.44], [3.05, 4.49, 0.32], [4.26, 4.72, -0.33], [4.73, 6.02, -0.42], [4.02, 7.07, 0.16], [2.83, 6.81, 0.83], [2.34, 5.52, 0.91], [2.48, 2.01, -2.56], [2.87, 3.62, -2.03], [2.27, 2.84, 1.37], [4.84, 3.90, -0.73], [5.67, 6.22, -0.92], [4.40, 8.08, 0.10], [2.29, 7.63, 1.30], [1.42, 5.31, 1.45]], "lowdin_charge": [1.43, 0.03, -0.20, -0.14, 0.03, -0.72, 0.18, 0.71, -0.19, 0.06, 0.05, 0.03, -0.08, -0.06, 0.09, 0.11, 0.14, 0.15, 0.13, 0.14, 0.15, 0.14, 0.10, -0.04, -0.45, -0.02, -0.02, -0.40, 0.18, -0.06, 0.15, 0.16, 0.15, 0.15, 0.19, -0.70, 0.69, 0.10, -0.24, -0.03, -0.03, -0.03, -0.04, -0.02, 0.13, 0.14, 0.15, 0.13, 0.13, 0.13, 0.12, 0.12], "homo_ev": -17.03, "de_lowest_kcal_mol": 7.3, "spin_multiplicity": 1, "charge": 3, "molar_mass_g_mol": 624.506}


Record 3
{"formula": "C19H21NO4", "method": "ωB97M-V/def2-TZVPD", "species": ["C", "C", "C", "C", "C", "C", "O", "C", "O", "C", "C", "C", "C", "O", "C", "O", "C", "C", "C", "C", "N", "C", "C", "C", "H", "H", "H", "H", "H", "H", "H", "H", "H", "H", "H", "H", "H", "H", "H", "H", "H", "H", "H", "H", "H"], "positions_angstrom": [[-5.40, -5.14, -0.30], [-4.77, -4.51, -1.54], [-4.16, -3.14, -1.27], [-3.01, -3.13, -0.26], [-1.81, -3.96, -0.69], [-0.63, -3.77, 0.25], [-0.16, -2.43, 0.13], [0.85, -2.09, 0.94], [1.36, -2.85, 1.73], [1.27, -0.68, 0.74], [2.32, -0.19, 1.51], [2.76, 1.11, 1.37], [2.13, 1.94, 0.45], [2.52, 3.24, 0.20], [3.00, 4.06, 1.16], [3.10, 3.77, 2.32], [3.38, 5.38, 0.60], [3.30, 5.68, -0.76], [3.68, 6.94, -1.18], [4.12, 7.85, -0.23], [4.19, 7.57, 1.06], [3.84, 6.37, 1.46], [1.08, 1.46, -0.33], [0.65, 0.16, -0.18], [-5.92, -6.06, -0.57], [-4.65, -5.38, 0.45], [-6.13, -4.46, 0.14], [-4.01, -5.19, -1.94], [-5.54, -4.40, -2.31], [-4.94, -2.47, -0.91], [-3.79, -2.73, -2.22], [-2.69, -2.09, -0.12], [-3.37, -3.49, 0.71], [-1.51, -3.66, -1.70], [-2.07, -5.02, -0.71], [-0.92, -3.96, 1.29], [0.19, -4.46, 0.00], [2.80, -0.85, 2.22], [3.58, 1.48, 1.97], [2.95, 4.93, -1.46], [3.63, 7.22, -2.22], [4.42, 8.85, -0.51], [3.91, 6.17, 2.53], [0.61, 2.13, -1.04], [-0.16, -0.22, -0.78]], "lowdin_charge": [-0.11, -0.27, -0.22, -0.21, -0.17, -0.17, -0.01, -0.45, 0.12, -0.12, 0.01, 0.02, -0.21, 0.07, -0.42, 0.13, -0.10, 0.00, -0.05, -0.14, 0.07, -0.07, 0.01, 0.00, 0.07, 0.06, 0.07, 0.10, 0.10, 0.11, 0.11, 0.11, 0.11, 0.12, 0.11, 0.14, 0.13, 0.12, 0.12, 0.12, 0.10, 0.11, 0.12, 0.12, 0.12], "smiles": "CCCCCCOC(=O)c1ccc(OC(=O)c2cccnc2)cc1", "homo_ev": -9.43, "de_lowest_kcal_mol": 14.3, "spin_multiplicity": 1, "molar_mass_g_mol": 327.380}


Record 4
{"formula": "C19H22BF9N2O9P", "method": "ωB97M-V/def2-TZVPD", "species": ["C", "C", "C", "C", "C", "C", "C", "C", "F", "F", "F", "C", "B", "O", "O", "C", "C", "P", "O", "N", "O", "N", "O", "H", "H", "H", "H", "H", "H", "H", "H", "H", "H", "H", "H", "C", "C", "O", "C", "O", "C", "F", "F", "F", "H", "H", "H", "H", "H", "C", "C", "O", "C", "O", "C", "F", "F", "F", "H", "H", "H", "H", "H"], "positions_angstrom": [[1.66, -2.49, 4.93], [1.79, -1.59, 4.10], [1.93, -0.21, 3.38], [1.09, -0.15, 2.04], [-0.41, 0.16, 1.99], [-1.24, 0.40, 3.31], [-2.46, -0.61, 3.54], [-2.19, -2.10, 3.08], [-1.00, -2.65, 3.54], [-2.26, -2.32, 1.70], [-3.23, -2.88, 3.65], [-1.04, 0.23, 0.59], [-2.63, 0.60, 0.34], [-3.13, 1.76, 0.98], [-3.44, -0.21, -0.51], [-0.20, -0.01, -0.66], [1.26, -0.31, -0.48], [2.27, -0.54, -2.09], [2.05, 0.67, -2.98], [1.84, -0.37, 0.83], [3.18, -0.63, 0.85], [3.39, -2.00, 1.17], [3.40, -2.65, 0.20], [1.39, -3.25, 5.72], [1.56, 0.65, 4.04], [3.04, 0.00, 3.23], [-0.52, 0.34, 4.20], [-1.65, 1.47, 3.30], [-3.36, -0.22, 2.97], [-2.71, -0.61, 4.65], [-2.27, 2.24, 1.32], [-2.90, -0.93, -0.90], [-0.67, 0.03, -1.70], [1.80, -1.67, -2.84], [3.68, -0.60, -1.83], [4.48, -4.99, -2.08], [5.03, -4.83, -3.48], [4.18, -5.48, -4.44], [3.10, -4.78, -4.83], [2.82, -3.68, -4.43], [2.31, -5.56, -5.88], [2.16, -6.86, -5.54], [2.93, -5.55, -7.08], [1.08, -5.07, -6.08], [4.31, -6.04, -1.85], [5.17, -4.57, -1.34], [3.52, -4.49, -1.98], [6.00, -5.33, -3.55], [5.19, -3.78, -3.74], [-4.03, 7.81, -1.54], [-3.90, 7.93, -0.04], [-4.08, 6.64, 0.59], [-3.00, 5.84, 0.60], [-1.94, 6.13, 0.13], [-3.32, 4.54, 1.34], [-4.49, 4.02, 0.97], [-3.37, 4.72, 2.67], [-2.38, 3.58, 1.11], [-4.97, 7.34, -1.81], [-3.98, 8.80, -2.01], [-3.23, 7.19, -1.96], [-4.69, 8.57, 0.35], [-2.95, 8.37, 0.26]], "lowdin_charge": [0.11, -0.12, -0.11, -0.01, -0.02, -0.10, -0.03, -0.43, 0.08, 0.09, 0.07, 0.06, -0.51, 0.10, 0.14, 0.06, -0.16, 0.78, -0.45, -0.06, -0.09, 0.08, 0.14, 0.08, 0.14, 0.13, 0.12, 0.14, 0.14, 0.15, 0.09, 0.11, 0.15, 0.04, 0.04, -0.07, -0.20, 0.04, -0.37, 0.14, -0.52, 0.16, 0.17, 0.16, 0.09, 0.08, 0.06, 0.13, 0.13, -0.06, -0.19, 0.03, -0.38, 0.18, -0.46, 0.19, 0.18, 0.08, 0.09, 0.09, 0.08, 0.13, 0.13], "homo_ev": -13.33, "spin_multiplicity": 1, "charge": 1, "molar_mass_g_mol": 635.158}